Entry 1:
Density functional theory data (ωB97M-V/def2-TZVPD) for the ion H2NOS2 with charge -1.

ΔE to the lowest compared entry with this formula, charge and spin	1.027	eV
2S+1	1
max |F|	3.2	eV/A
HOMO	-0.1412	Ha
structure (SMILES)	N=[S@@H]([O-])=S
total charge	-1
orbital gap	7.72	eV
E	-927.54854	Eh

```
6
Properties=species:S:1:pos:R:3:mulliken_charge:R:1
N 0.14 0.08 1.12 -0.6101
S 0.50 -1.02 0.11 0.4266
O 1.88 -1.54 0.23 -0.5928
S -1.24 -2.35 -0.47 -0.6041
H -0.78 0.41 0.79 0.2602
H 0.46 -0.60 -1.24 0.1202
```


Entry 2:
Density functional theory data (ωB97M-V/def2-TZVPD) for a cluster of 2 separate species, H2NP in total.

ΔE to the lowest compared entry with this formula, charge and spin	1.885	eV
2S+1	3
max |F|	2.7	eV/A
HOMO (spin up / spin down)	-0.3469 / -0.3524	Ha
orbital gap (spin up / spin down)	8.09 / 7.80	eV
expectation value of S²	2.10
E	-397.08114	Eh

```
4
Properties=species:S:1:pos:R:3:mulliken_spin:R:1
N 0.64 0.34 -1.05 0.6985
P -0.64 -0.55 1.07 1.3138
H 1.01 -0.55 -1.39 0.0013
H -1.01 0.77 1.37 -0.0135
```


Entry 3:
Density functional theory data (ωB97M-V/def2-TZVPD) for a structure of composition H2NPS2.

ΔE to the lowest compared entry with this formula, charge and spin	0.971	eV
2S+1	1
max |F|	1.7	eV/A
HOMO	-0.3296	Ha
orbital gap	8.13	eV
E	-1193.66863	Eh

```
6
Properties=species:S:1:pos:R:3:mulliken_charge:R:1
N -0.55 0.09 0.04 -0.2138
P -1.77 1.09 -0.46 0.2177
S -3.42 0.08 -0.27 -0.3318
S 0.97 0.56 -0.54 -0.0819
H -0.73 -0.90 0.22 0.3122
H 0.35 1.37 -1.34 0.0976
```


Entry 4:
Density functional theory data (ωB97M-V/def2-TZVPD) for a structure of composition H2NaO.

ΔE to the lowest compared entry with this formula, charge and spin	0.485	eV
2S+1	1
max |F|	1.0	eV/A
HOMO	-0.5869	Ha
total charge	+1
orbital gap	10.63	eV
E	-238.52194	Eh

```
4
Properties=species:S:1:pos:R:3:mulliken_charge:R:1
O -0.28 0.41 0.34 -0.6514
H -0.36 0.42 1.32 0.3408
H 0.42 1.07 0.14 0.3473
Na 0.22 -1.91 -1.80 0.9633
```


Entry 5:
Density functional theory data (ωB97M-V/def2-TZVPD) for a cluster of 2 separate species, H2O in total.

ΔE to the lowest compared entry with this formula, charge and spin	1.782	eV
2S+1	1
max |F|	6.4	eV/A
HOMO	-0.4186	Ha
orbital gap	11.65	eV
E	-76.36812	Eh

```
3
Properties=species:S:1:pos:R:3:mulliken_charge:R:1
O -0.75 -0.05 0.00 -0.6716
H -0.33 0.82 0.00 0.3243
H 0.37 -0.77 0.00 0.3473
```


Entry 6:
Density functional theory data (ωB97M-V/def2-TZVPD) for a cluster of 2 separate species, H2O2 in total.

ΔE to the lowest compared entry with this formula, charge and spin	2.275	eV
2S+1	1
max |F|	2.0	eV/A
HOMO (spin up / spin down)	-0.4460 / -0.4230	Ha
orbital gap (spin up / spin down)	9.72 / 9.70	eV
E	-151.48526	Eh

```
4
Properties=species:S:1:pos:R:3:mulliken_charge:R:1
O 2.48 -0.20 -0.10 -0.3205
O -1.17 -0.33 -0.01 -0.3341
H 3.34 0.12 0.07 0.3236
H -0.48 -0.25 0.65 0.3310
```


Entry 7:
Density functional theory data (ωB97M-V/def2-TZVPD) for a structure of composition H2O2Sn.

ΔE to the lowest compared entry with this formula, charge and spin	6.431	eV
2S+1	1
max |F|	1.6	eV/A
HOMO	-0.2930	Ha
orbital gap	3.74	eV
E	-365.57252	Eh

```
5
Properties=species:S:1:pos:R:3:mulliken_charge:R:1
Sn -0.63 -2.34 -0.77 0.8543
O -2.67 1.42 0.42 -0.6765
H -3.61 1.15 0.47 0.2461
O 3.15 0.13 -0.36 -0.6732
H 3.76 -0.36 0.23 0.2493
```


Entry 8:
Density functional theory data (ωB97M-V/def2-TZVPD) for the ion H2O3PS with charge -1.

ΔE to the lowest compared entry with this formula, charge and spin	0.412	eV
2S+1	1
max |F|	5.8	eV/A
HOMO	-0.1719	Ha
structure (SMILES)	O=S(=O)([O-])P
total charge	-1
orbital gap	8.98	eV
E	-966.48254	Eh

```
7
Properties=species:S:1:pos:R:3:mulliken_charge:R:1
O 1.31 -0.41 -0.71 -0.6741
S 0.27 0.66 -0.22 0.9117
O 1.04 1.75 0.35 -0.6218
O -0.70 1.12 -1.21 -0.6185
P -0.90 -0.63 1.03 -0.1988
H 0.12 -1.64 1.07 0.0827
H -1.14 -0.85 -0.32 0.1189
```


Entry 9:
Density functional theory data (ωB97M-V/def2-TZVPD) for the molecule H2O4S3.

ΔE to the lowest compared entry with this formula, charge and spin	0.691	eV
2S+1	1
max |F|	4.0	eV/A
HOMO	-0.3312	Ha
orbital gap	8.73	eV
E	-1496.61609	Eh

```
9
Properties=species:S:1:pos:R:3:mulliken_charge:R:1
O -0.63 1.05 -2.49 -0.4913
O 0.60 1.24 -0.26 -0.4532
O 0.00 0.09 1.98 -0.4108
O -0.22 -1.99 0.28 -0.3098
S 0.60 -1.35 1.60 0.2417
S 0.05 -1.57 -1.35 0.0781
S -0.59 0.50 -1.19 0.6571
H -0.91 0.03 2.17 0.3378
H 1.09 2.00 -0.74 0.3505
```


Entry 10:
Density functional theory data (ωB97M-V/def2-TZVPD) for a structure of composition H2ORb.

ΔE to the lowest compared entry with this formula, charge and spin	1.160	eV
2S+1	1
max |F|	4.8	eV/A
HOMO	-0.6334	Ha
total charge	+1
orbital gap	12.98	eV
E	-100.28762	Eh

```
4
Properties=species:S:1:pos:R:3:mulliken_charge:R:1
Rb 0.29 1.39 -1.15 0.9657
O -0.24 -0.42 0.02 -0.7494
H -0.61 -0.10 0.84 0.3937
H 0.56 -0.88 0.29 0.3900
```


Entry 11:
Density functional theory data (ωB97M-V/def2-TZVPD) for the molecule H2P2S.

ΔE to the lowest compared entry with this formula, charge and spin	0.149	eV
2S+1	1
max |F|	2.4	eV/A
HOMO	-0.3107	Ha
structure (SMILES)	[PH2]#P=S
orbital gap	6.95	eV
E	-1082.05041	Eh

```
5
Properties=species:S:1:pos:R:3:mulliken_charge:R:1
P -1.05 -0.23 -0.54 -0.1663
P 0.77 1.16 -0.55 0.1994
S 2.21 0.12 0.11 -0.1967
H -1.32 0.26 0.85 0.0766
H -0.61 -1.32 0.13 0.0871
```


Entry 12:
Density functional theory data (ωB97M-V/def2-TZVPD) for the molecule H2S3.

ΔE to the lowest compared entry with this formula, charge and spin	0.438	eV
2S+1	1
max |F|	2.2	eV/A
HOMO	-0.3300	Ha
structure (SMILES)	SSS
orbital gap	8.88	eV
E	-1195.74064	Eh

```
5
Properties=species:S:1:pos:R:3:mulliken_charge:R:1
S 0.70 -1.25 0.32 -0.1723
S 0.65 0.32 -1.17 -0.0397
S -1.44 0.63 -0.90 -0.1463
H 1.32 -0.80 1.41 0.1706
H -1.22 1.10 0.33 0.1877
```


Entry 13:
Density functional theory data (ωB97M-V/def2-TZVPD) for the molecule H2S4.

ΔE to the lowest compared entry with this formula, charge and spin	0.315	eV
2S+1	1
max |F|	2.6	eV/A
HOMO	-0.3398	Ha
structure (SMILES)	SSSS
orbital gap	8.59	eV
E	-1593.93174	Eh

```
6
Properties=species:S:1:pos:R:3:mulliken_charge:R:1
S 0.96 -0.70 1.41 -0.1853
S 1.15 1.17 0.62 -0.0162
S 0.56 0.90 -1.63 -0.0537
S -1.38 0.21 -1.47 -0.1348
H -0.30 -0.54 2.19 0.2019
H -0.98 -1.04 -1.12 0.1881
```


Entry 14:
Density functional theory data (ωB97M-V/def2-TZVPD) for a structure of composition H30NeO15.

ΔE to the lowest compared entry with this formula, charge and spin	0.155	eV
2S+1	1
max |F|	1.2	eV/A
HOMO	-0.3574	Ha
orbital gap	9.12	eV
E	-1275.57357	Eh

```
46
Properties=species:S:1:pos:R:3:mulliken_charge:R:1
Ne -0.01 -0.25 -0.21 0.0094
O 0.44 -2.03 -2.91 -0.6930
H 0.28 -1.08 -2.90 0.3257
H 1.21 -2.15 -2.36 0.4294
O -0.53 3.65 2.11 -0.6048
H 0.17 4.29 2.19 0.3027
H -0.44 3.30 1.23 0.3186
O -2.84 -0.08 -1.87 -0.7099
H -2.48 -0.91 -1.57 0.3185
H -2.12 0.33 -2.36 0.3085
O 0.85 -3.34 0.32 -0.5379
H 0.17 -3.65 -0.29 0.2542
H 1.62 -3.86 0.11 0.2503
O 0.08 0.85 -3.03 -0.5695
H 0.81 1.23 -2.55 0.2594
H 0.26 1.04 -3.95 0.2540
O 2.92 -1.66 -1.92 -0.6131
H 3.58 -2.36 -1.87 0.2594
H 3.25 -0.98 -1.33 0.3704
O 3.71 0.31 -0.11 -0.7339
H 4.01 -0.13 0.68 0.3438
H 3.27 1.10 0.20 0.3697
O -2.79 1.79 0.23 -0.6780
H -3.03 0.99 -0.25 0.3806
H -3.23 2.50 -0.25 0.2653
O 1.75 -1.58 2.54 -0.6371
H 1.39 -1.91 1.71 0.3126
H 1.23 -0.80 2.73 0.4068
O -1.15 -4.02 -1.88 -0.6533
H -1.27 -4.68 -2.56 0.2926
H -0.73 -3.28 -2.34 0.4284
O -2.75 -2.13 2.38 -0.6289
H -2.63 -2.36 1.46 0.2885
H -2.73 -1.18 2.40 0.4107
O -2.63 0.56 2.65 -0.7816
H -2.58 1.01 1.81 0.4114
H -3.23 1.10 3.18 0.2856
O 0.10 2.63 -0.70 -0.6186
H 0.16 3.58 -0.83 0.3118
H -0.83 2.46 -0.56 0.2481
O 2.60 2.71 0.58 -0.6915
H 1.76 2.68 0.13 0.4062
H 3.04 3.48 0.21 0.2978
O 0.08 0.71 3.34 -0.6718
H -0.85 0.47 3.28 0.4113
H 0.10 1.63 3.09 0.2911
```


Entry 15:
Density functional theory data (ωB97M-V/def2-TZVPD) for a cluster of 15 separate species, H30O15 in total.

ΔE to the lowest compared entry with this formula, charge and spin	2.055	eV
2S+1	1
max |F|	3.3	eV/A
HOMO	-0.3708	Ha
orbital gap	9.67	eV
E	-1146.56453	Eh

```
45
Properties=species:S:1:pos:R:3:mulliken_charge:R:1
O -20.35 -7.05 -2.73 -0.6218
H -19.58 -6.65 -3.06 0.2257
H -20.75 -7.55 -3.46 0.2234
O -19.71 -4.88 -0.93 -0.5903
H -19.26 -4.03 -0.87 0.2750
H -19.49 -5.10 -1.82 0.2251
O -20.43 -8.69 -0.55 -0.6588
H -19.47 -8.81 -0.44 0.3420
H -20.35 -8.04 -1.26 0.3499
O -21.51 -5.55 -5.95 -0.6325
H -21.88 -5.17 -5.19 0.3617
H -22.15 -5.35 -6.63 0.3105
O -25.19 -6.95 -1.72 -0.5363
H -25.99 -7.49 -1.75 0.2827
H -24.45 -7.53 -1.45 0.3353
O -24.19 -2.98 -3.18 -0.6292
H -23.66 -3.66 -3.53 0.3789
H -23.88 -2.10 -3.50 0.2792
O -23.12 -8.80 -2.11 -0.7310
H -22.52 -9.39 -2.57 0.2862
H -22.70 -8.54 -1.28 0.2610
O -22.58 -5.97 -1.91 0.2711
H -23.06 -5.86 -2.74 -0.0490
H -21.80 -6.45 -2.11 0.2408
O -26.77 -5.36 -3.26 -0.6512
H -26.62 -5.47 -4.22 0.2784
H -25.90 -5.55 -2.87 0.3629
O -24.57 -8.15 -4.45 -0.7832
H -24.31 -8.05 -3.53 0.4809
H -25.48 -7.87 -4.50 0.2971
O -24.02 -5.37 -4.34 -0.4459
H -24.28 -4.71 -5.01 0.2586
H -24.19 -6.26 -4.67 0.2167
O -23.19 -4.99 0.86 -0.6351
H -22.99 -4.38 1.58 0.2722
H -22.90 -4.53 0.07 0.2455
O -21.50 -4.20 -3.47 -0.5930
H -21.50 -3.28 -3.35 0.2270
H -21.56 -4.53 -2.58 0.3625
O -20.43 -6.52 1.36 -0.6273
H -20.09 -7.40 1.45 0.2887
H -20.32 -6.21 0.46 0.3782
O -22.77 -7.71 0.55 -0.7438
H -22.80 -6.75 0.53 0.3794
H -21.86 -7.82 0.42 0.2318
```


Entry 16:
Density functional theory data (ωB97M-V/def2-TZVPD) for a cluster of 15 separate species, H30O15 in total.

ΔE to the lowest compared entry with this formula, charge and spin	6.258	eV
2S+1	1
max |F|	7.8	eV/A
HOMO	-0.3773	Ha
orbital gap	10.05	eV
E	-1146.41010	Eh

```
45
Properties=species:S:1:pos:R:3:mulliken_charge:R:1
O 1.86 -2.26 -3.70 -0.7076
H 1.98 -1.61 -3.03 0.4593
H 0.98 -2.04 -3.93 0.3180
O -1.66 0.40 -3.48 -0.7062
H -2.55 0.00 -3.13 0.3719
H -1.21 -0.18 -4.18 0.3549
O -1.29 0.22 0.39 -0.6014
H -1.60 -0.20 1.11 0.2249
H -0.83 1.05 0.57 0.2940
O 2.04 -4.14 -1.75 -0.6999
H 1.13 -4.58 -1.75 0.2872
H 2.17 -3.50 -2.54 0.4228
O -1.14 -1.76 -2.31 -0.6684
H -1.12 -1.38 -1.45 0.2810
H -0.96 -1.01 -2.87 0.3233
O -0.11 -2.61 3.26 -0.5793
H -0.91 -2.44 2.90 0.3143
H -0.27 -2.65 4.19 0.2616
O 1.22 3.48 2.86 -0.6351
H 0.34 3.95 2.92 0.3154
H 0.91 2.60 2.44 0.3426
O -1.26 2.12 1.82 -0.7977
H -1.28 1.17 2.43 0.3362
H -2.21 1.83 1.66 0.4755
O -3.08 3.03 0.24 -0.6208
H -2.38 3.48 0.85 0.3447
H -2.89 3.07 -0.63 0.2757
O 1.02 3.22 -1.04 -0.6468
H 0.89 2.53 -1.80 0.3236
H 0.37 3.05 -0.39 0.3217
O 0.55 -2.00 0.43 -0.3516
H 1.17 -2.67 0.53 0.2114
H 0.35 -1.66 1.19 0.1704
O -3.56 0.67 1.25 -0.6692
H -4.30 1.36 1.35 0.3125
H -3.09 0.92 0.37 0.3819
O -0.74 0.31 3.57 -0.5745
H 0.09 -0.02 3.24 0.3216
H -0.88 -0.05 4.43 0.2711
O 3.18 -0.61 -2.26 -0.7685
H 3.83 -1.28 -2.55 0.3248
H 3.73 0.23 -2.32 0.3330
O 3.55 0.18 0.38 -0.6143
H 4.38 0.30 0.98 0.2988
H 3.61 -0.53 -0.27 0.3673
```


Entry 17:
Density functional theory data (ωB97M-V/def2-TZVPD) for a cluster of 15 separate species, H30O15 in total.

ΔE to the lowest compared entry with this formula, charge and spin	6.402	eV
2S+1	1
max |F|	9.2	eV/A
HOMO	-0.3187	Ha
orbital gap	8.46	eV
E	-1146.40481	Eh

```
45
Properties=species:S:1:pos:R:3:mulliken_charge:R:1
H -0.17 0.64 0.28 0.2684
H -0.22 -0.68 -0.46 0.1171
H -3.86 -2.06 -2.58 0.3389
H -2.81 -2.34 -1.51 0.2020
H -4.38 -2.48 0.63 0.3250
H -3.26 -1.53 0.23 0.2611
H 3.68 -0.61 0.53 0.2596
H 4.43 -0.27 -0.75 0.3617
H 2.40 -1.86 0.39 0.0270
H 2.40 -2.39 1.81 0.2980
H -1.08 -1.15 4.00 0.3472
H -1.97 -2.39 3.98 0.3044
H -1.28 3.42 -1.03 0.2874
H -0.66 4.27 -2.13 0.3280
H 4.75 1.72 -0.02 0.3598
H 3.71 1.69 -1.13 0.3618
H 2.21 3.07 2.15 0.2567
H 1.11 2.13 2.63 0.2599
H 0.20 -2.40 -0.46 0.4206
H -0.93 -2.16 -1.45 0.2007
H 2.79 -2.48 -1.35 0.3059
H 3.47 -3.30 -0.27 0.3936
H -2.86 2.66 2.06 0.3023
H -2.20 3.72 1.19 0.3005
H -1.72 1.63 -1.34 0.2194
H -2.94 1.33 -0.49 0.2765
H 0.72 0.40 3.04 0.2254
H -0.67 0.74 2.55 0.2757
H -0.90 1.62 -4.20 0.2903
H -1.82 0.52 -3.67 0.2921
O 0.33 0.10 -0.34 -0.3332
O -3.33 -2.77 -2.20 -0.5776
O -4.19 -1.54 0.49 -0.5971
O 4.20 0.09 0.12 -0.5466
O 1.82 -2.00 1.15 -0.5525
O -1.85 -1.55 4.44 -0.6252
O -1.51 4.04 -1.73 -0.6107
O 4.63 1.49 -0.95 -0.7055
O 1.57 2.43 1.83 -0.4990
O 0.03 -2.25 -1.40 -0.6424
O 3.49 -3.13 -1.21 -0.5766
O -2.01 2.89 1.65 -0.5680
O -2.16 0.91 -0.88 -0.4823
O 0.12 0.24 2.31 -0.5824
O -0.92 0.86 -3.60 -0.5676
```


Entry 18:
Density functional theory data (ωB97M-V/def2-TZVPD) for a cluster of 15 separate species, H30O15 in total.

ΔE to the lowest compared entry with this formula, charge and spin	1.816	eV
2S+1	1
max |F|	3.0	eV/A
HOMO	-0.3663	Ha
orbital gap	9.78	eV
E	-1146.57332	Eh

```
45
Properties=species:S:1:pos:R:3:mulliken_charge:R:1
O 2.88 -0.91 -2.16 -0.6332
H 2.03 -1.28 -2.25 0.3688
H 3.43 -1.41 -2.79 0.2829
O 0.42 1.93 -2.03 -0.5466
H 0.88 2.42 -1.36 0.2616
H 0.96 2.06 -2.86 0.3188
O -3.15 -1.86 1.30 -0.5958
H -2.87 -1.00 0.98 0.3407
H -3.44 -1.64 2.18 0.2937
O -0.68 -3.05 0.51 -0.6845
H -0.13 -2.27 0.66 0.1670
H -1.45 -2.73 0.98 0.4450
O -3.16 0.75 0.24 -0.6463
H -2.70 1.50 0.59 0.2066
H -3.89 1.22 -0.21 0.3147
O -3.01 1.74 -2.51 -0.6424
H -2.79 0.98 -2.03 0.3231
H -2.62 2.47 -2.07 0.3003
O 1.14 -2.24 2.29 -0.5797
H 1.55 -1.38 2.22 0.3943
H 1.65 -2.68 3.02 0.2697
O -2.37 -1.64 -1.55 -0.5909
H -1.44 -1.89 -1.48 0.2574
H -2.80 -2.37 -1.14 0.3327
O 1.65 3.47 0.04 -0.7014
H 1.21 3.08 0.76 0.3494
H 2.33 3.90 0.57 0.3127
O 3.46 1.47 -0.98 -0.6353
H 3.11 0.66 -1.33 0.5107
H 2.73 1.84 -0.57 0.1890
O -0.32 1.84 1.85 -0.7676
H -1.12 2.27 1.62 0.3016
H -0.28 1.14 1.20 0.3430
O -0.32 -0.21 3.49 -0.7770
H -0.09 -1.03 3.03 0.3930
H -0.34 0.56 2.87 0.4553
O 0.45 -2.10 -2.35 -0.7375
H 0.33 -3.05 -2.49 0.2753
H 0.14 -1.58 -3.05 0.3193
O 2.47 0.16 1.78 -0.5137
H 3.04 0.64 1.24 0.2400
H 2.96 0.19 2.57 0.2376
O 0.06 -0.18 0.06 0.0387
H -0.65 -0.06 -0.56 0.1234
H 0.76 0.31 -0.28 0.0857
```


Entry 19:
Density functional theory data (ωB97M-V/def2-TZVPD) for a cluster of 15 separate species, H30O15 in total.

ΔE to the lowest compared entry with this formula, charge and spin	2.113	eV
2S+1	1
max |F|	3.5	eV/A
HOMO	-0.3505	Ha
orbital gap	8.74	eV
E	-1146.56241	Eh

```
45
Properties=species:S:1:pos:R:3:mulliken_charge:R:1
O -6.78 -11.84 -7.15 -0.7053
H -6.09 -11.45 -7.67 0.1192
H -6.73 -11.30 -6.29 0.3715
O -9.14 -9.82 -8.94 -0.4953
H -9.94 -9.42 -9.15 0.2033
H -9.18 -10.76 -9.17 0.4036
O -4.40 -11.73 -8.62 -0.6259
H -3.73 -11.93 -7.95 0.2503
H -4.59 -12.57 -9.01 0.2717
O -6.44 -9.31 -9.21 0.4341
H -7.38 -9.47 -9.01 0.0656
H -5.93 -9.40 -8.42 0.1912
O -4.66 -8.79 -11.77 -0.7672
H -5.21 -8.11 -11.35 0.4621
H -4.11 -9.07 -11.11 0.3436
O -8.35 -6.81 -8.73 -0.6519
H -7.90 -6.08 -8.34 0.2751
H -8.11 -7.57 -8.18 0.3258
O -8.00 -8.19 -6.37 -0.5837
H -8.10 -7.44 -5.79 0.2456
H -7.95 -9.01 -5.82 0.2572
O -9.83 -10.59 -6.47 -0.6352
H -9.57 -11.50 -6.39 0.3619
H -9.44 -10.33 -7.33 0.3767
O -4.91 -9.45 -7.09 -0.5424
H -4.39 -9.66 -6.31 0.2343
H -4.99 -8.50 -7.20 0.1660
O -5.96 -6.90 -10.54 -0.7138
H -5.29 -6.47 -9.97 0.3450
H -6.25 -7.62 -9.96 0.3350
O -9.02 -7.60 -11.32 -0.6714
H -8.49 -7.54 -10.52 0.3184
H -8.37 -7.38 -12.06 0.3301
O -6.89 -11.75 -10.61 -0.6537
H -7.17 -12.21 -9.83 0.2842
H -6.51 -10.97 -10.24 0.2803
O -3.04 -9.81 -9.85 -0.8313
H -2.40 -9.68 -9.13 0.3058
H -3.71 -10.26 -9.38 0.4811
O -8.74 -12.48 -8.78 -0.7538
H -8.32 -12.08 -7.96 0.2164
H -8.35 -13.30 -8.70 0.3274
O -3.50 -7.39 -8.94 -0.6467
H -2.72 -6.87 -9.23 0.2821
H -3.37 -8.23 -9.38 0.4127
```